Here is 3 unconnected molecules or ions with the total composition C25H60BBrN4O9P from OMol25. Energies are from ωB97M-V/def2-TZVPD.

Bonds (Å) are listed after each position.
Element x y z (Å)
1 C 4.973 -2.790 4.007  C2 1.537, H30 1.082, H31 1.088, H32 1.081
2 C 5.013 -2.204 2.587  C1 1.537, C3 1.532, H33 1.083, H34 1.080
3 C 3.979 -2.931 1.721  C2 1.532, N4 1.474, H35 1.080, H36 1.087
4 N 3.747 -2.295 0.411  C3 1.474, B5 1.511, C8 1.287
5 B 4.204 -3.114 -0.774  N4 1.511, N6 1.448, O7 1.369
6 N 3.223 -3.656 -1.691  B5 1.448, H37 1.019, H38 1.017
7 O 5.554 -3.297 -0.906  B5 1.369, H39 0.973
8 C 3.199 -1.141 0.253  N4 1.287, N9 1.389, N11 1.368
9 N 3.140 -0.704 -1.064  C8 1.389, Br10 1.875, H40 1.015
10 Br 4.686 0.189 -1.636  N9 1.875
11 N 2.717 -0.455 1.334  C8 1.368, C12 1.489, C20 1.515
12 C 2.442 0.973 1.014  N11 1.489, C13 1.527, H41 1.089, H42 1.083
13 C 2.451 1.842 2.269  C12 1.527, C14 1.542, H43 1.082, H44 1.084
14 C 1.386 2.957 2.251  C13 1.542, C15 1.536, H45 1.088, H46 1.086
15 C 0.976 3.492 0.871  C14 1.536, C16 1.530, H47 1.083, H48 1.085
16 C 2.126 3.967 -0.020  C15 1.530, C17 1.539, H49 1.083, H50 1.088
17 C 2.037 3.447 -1.466  C16 1.539, O18 1.421, H51 1.089, H52 1.091
18 O 0.691 3.254 -1.880  C17 1.421, C19 1.409
19 C 0.501 2.046 -2.580  O18 1.409, H53 1.081, H54 1.104, H55 1.091
20 C 1.395 -1.033 1.796  N11 1.515, C21 1.536, H56 1.082, H57 1.077
21 C 0.608 -1.689 0.652  C20 1.536, P22 1.827, H58 1.090, H59 1.084
22 P -1.112 -1.845 1.250  C21 1.827, O23 1.457, O24 1.586, O27 1.596
23 O -1.049 -2.227 2.655  P22 1.457
24 O -1.902 -2.938 0.415  P22 1.586, C25 1.453
25 C -1.576 -2.939 -1.001  O24 1.453, C26 1.524, H60 1.088, H61 1.088
26 C -2.679 -3.705 -1.721  C25 1.524, H62 1.083, H63 1.083, H64 1.083
27 O -1.805 -0.413 1.124  P22 1.596, C28 1.454
28 C -3.232 -0.511 1.383  O27 1.454, C29 1.545, H65 1.080, H66 1.085
29 C -3.976 -0.536 0.029  C28 1.545, H67 1.082, H68 1.083, H69 1.084
30 H 4.923 -2.015 4.762  C1 1.082
31 H 4.082 -3.398 4.146  C1 1.088
32 H 5.806 -3.448 4.213  C1 1.081
33 H 5.970 -2.398 2.119  C2 1.083
34 H 4.830 -1.141 2.635  C2 1.080
35 H 3.050 -3.108 2.242  C3 1.080
36 H 4.393 -3.920 1.542  C3 1.087
37 H 3.529 -4.586 -1.972  N6 1.019
38 H 3.194 -3.114 -2.551  N6 1.017
39 H 5.885 -2.667 -1.568  O7 0.973
40 H 2.331 -0.119 -1.251  N9 1.015
41 H 1.472 1.009 0.519  C12 1.089
42 H 3.156 1.409 0.327  C12 1.083
43 H 3.431 2.288 2.379  C13 1.082
44 H 2.230 1.209 3.121  C13 1.084
45 H 1.799 3.799 2.801  C14 1.088
46 H 0.486 2.675 2.790  C14 1.086
47 H 0.324 4.341 1.038  C15 1.083
48 H 0.347 2.749 0.391  C15 1.085
49 H 2.089 5.047 -0.088  C16 1.083
50 H 3.110 3.688 0.349  C16 1.088
51 H 2.461 4.213 -2.114  C17 1.089
52 H 2.606 2.529 -1.615  C17 1.091
53 H -0.503 1.989 -2.977  C19 1.081
54 H 0.633 1.209 -1.872  C19 1.104
55 H 1.250 1.968 -3.369  C19 1.091
56 H 0.763 -0.248 2.189  C20 1.082
57 H 1.531 -1.721 2.614  C20 1.077
58 H 0.563 -1.026 -0.213  C21 1.090
59 H 0.976 -2.680 0.415  C21 1.084
60 H -0.665 -3.519 -1.129  C25 1.088
61 H -1.431 -1.939 -1.407  C25 1.088
62 H -3.432 -3.045 -2.132  C26 1.083
63 H -2.257 -4.362 -2.470  C26 1.083
64 H -3.171 -4.322 -0.980  C26 1.083
65 H -3.566 0.373 1.905  C28 1.080
66 H -3.494 -1.362 2.003  C28 1.085
67 H -4.537 -1.456 -0.072  C29 1.082
68 H -4.630 0.325 -0.034  C29 1.083
69 H -3.250 -0.421 -0.768  C29 1.084
70 C -2.257 -3.293 -6.016  O71 1.417, H76 1.089, H77 1.093, H78 1.095
71 O -1.791 -2.254 -6.860  C70 1.417, C72 1.418
72 C -2.130 -0.966 -6.374  O71 1.418, C73 1.512, H79 1.094, H80 1.094
73 C -0.968 -0.319 -5.654  C72 1.512, O74 1.426, H81 1.094, H82 1.094
74 O -0.619 -1.040 -4.474  C73 1.426, C75 1.417
75 C 0.502 -1.887 -4.658  O74 1.417, H83 1.098, H84 1.091, H85 1.091
76 H -1.736 -4.210 -6.287  C70 1.089
77 H -2.064 -3.076 -4.963  C70 1.093
78 H -3.332 -3.440 -6.163  C70 1.095
79 H -3.005 -1.019 -5.719  C72 1.094
80 H -2.394 -0.350 -7.239  C72 1.094
81 H -1.263 0.688 -5.344  C73 1.094
82 H -0.103 -0.225 -6.316  C73 1.094
83 H 1.424 -1.292 -4.636  C75 1.098
84 H 0.453 -2.444 -5.595  C75 1.091
85 H 0.521 -2.600 -3.832  C75 1.091
86 C -5.670 4.157 5.326  O87 1.419, H92 1.089, H93 1.092, H94 1.094
87 O -5.682 3.323 4.177  C86 1.419, C88 1.418
88 C -5.368 4.014 2.980  O87 1.418, C89 1.514, H95 1.094, H96 1.095
89 C -3.926 3.798 2.568  C88 1.514, O90 1.419, H97 1.095, H98 1.095
90 O -3.013 4.354 3.502  C89 1.419, C91 1.415
91 C -2.485 3.367 4.368  O90 1.415, H99 1.097, H100 1.092, H101 1.089
92 H -5.641 3.513 6.203  C86 1.089
93 H -4.797 4.813 5.343  C86 1.092
94 H -6.580 4.763 5.362  C86 1.094
95 H -5.584 5.082 3.078  C88 1.094
96 H -6.017 3.610 2.196  C88 1.095
97 H -3.756 4.303 1.612  C89 1.095
98 H -3.721 2.732 2.427  C89 1.095
99 H -1.718 2.793 3.835  C91 1.097
100 H -3.255 2.686 4.738  C91 1.092
101 H -2.025 3.866 5.220  C91 1.089

## Properties
* energy relative to the best compared isomer or geometry (same formula, charge and spin): 16.3 kcal per mole
* F_max: 0.0400 hartree/bohr
* electronic energy: -4824.72968 hartree
* net charge: +1
* M: 682.46 u
* HOMO-LUMO gap: 6.6 eV